C19H16NNaO3 as an isolated structure at a distorted geometry. Source: the Open Molecules 2025 dataset; level of theory: ωB97M-V/def2-TZVPD.

Output
E_HOMO (spin up / spin down) in hartree: -0.10256 / -0.13049
Charge: -1
Largest force on an atom in eV/A: 1.958
Energy in hartree: -1176.3340
Spin multiplicity: 2

CARTESIAN COORDINATES (ANGSTROEM)
1 C -5.134 -1.759 2.494
2 C -4.184 -0.614 2.242
3 C -2.768 -0.965 2.258
4 C -1.815 -0.129 1.750
5 C -0.387 -0.412 1.718
6 C 0.472 0.373 0.890
7 C 1.824 0.127 0.832
8 C 2.392 -0.895 1.616
9 N 3.783 -1.176 1.531
10 O 4.251 -2.091 2.244
11 O 4.486 -0.501 0.743
12 C 1.573 -1.667 2.461
13 C 0.204 -1.455 2.504
14 O -4.576 0.580 2.068
15 H -4.578 -2.712 2.519
16 H -5.638 -1.636 3.463
17 H -5.903 -1.831 1.719
18 H -2.535 -1.955 2.661
19 H -2.154 0.792 1.256
20 H 0.021 1.174 0.288
21 H 2.474 0.708 0.187
22 H 2.040 -2.429 3.069
23 H -0.428 -2.069 3.154
24 C -1.490 4.902 4.239
25 Na -3.883 2.874 2.216
26 C -0.714 3.711 4.048
27 C -1.588 2.590 4.047
28 C -2.846 3.049 4.592
29 C -2.790 4.500 4.671
30 C -3.945 5.256 4.887
31 C -5.180 4.638 4.807
32 C -5.254 3.238 4.730
33 C -4.113 2.438 4.621
34 H -1.243 5.956 3.991
35 H 0.379 3.657 3.987
36 H -1.345 1.541 3.806
37 H -3.825 6.319 5.131
38 H -6.106 5.216 4.855
39 H -6.230 2.740 4.747
40 H -4.197 1.373 4.351



A 22-piece molecular cluster, C44H140N8O28 overall at a distorted geometry. Source: the Open Molecules 2025 dataset; level of theory: ωB97M-V/def2-TZVPD.

Output
E_HOMO in hartree: -0.32649
Largest force on an atom in eV/A: 3.079
Energy in hartree: -4304.9618
Spin multiplicity: 1

CARTESIAN COORDINATES (ANGSTROEM)
1 C 0.950 1.782 5.809
2 C 0.588 0.299 5.935
3 C 1.779 -0.471 5.334
4 O 1.716 -1.870 5.501
5 C 0.603 -2.357 4.819
6 N 0.258 -0.037 7.319
7 H 1.200 2.036 4.778
8 H 1.828 1.977 6.430
9 H 0.213 2.433 6.267
10 H -0.337 0.099 5.381
11 H 2.723 -0.139 5.789
12 H 1.852 -0.165 4.269
13 H -0.315 -2.217 5.415
14 H 0.789 -3.433 4.713
15 H 0.484 -1.911 3.830
16 H 0.276 -1.056 7.467
17 H 0.986 0.302 7.956
18 C -7.725 -0.317 -0.578
19 C -7.536 0.986 0.109
20 C -6.408 1.732 -0.713
21 O -5.734 2.639 0.088
22 C -4.845 3.488 -0.573
23 N -8.719 1.837 0.227
24 H -8.161 -0.137 -1.559
25 H -8.458 -0.927 -0.004
26 H -6.801 -0.895 -0.526
27 H -7.092 0.802 1.083
28 H -6.772 2.244 -1.609
29 H -5.696 1.038 -1.163
30 H -5.406 3.973 -1.393
31 H -3.944 3.015 -0.984
32 H -4.520 4.263 0.130
33 H -8.493 2.779 0.536
34 H -9.192 1.999 -0.679
35 C 4.505 -1.616 -2.312
36 C 4.393 -0.395 -3.213
37 C 3.215 -0.614 -4.248
38 O 2.078 -0.741 -3.436
39 C 0.882 -0.646 -4.213
40 N 4.287 0.820 -2.378
41 H 5.340 -1.461 -1.634
42 H 4.639 -2.457 -3.016
43 H 3.585 -1.830 -1.782
44 H 5.314 -0.285 -3.814
45 H 3.383 -1.471 -4.887
46 H 3.094 0.300 -4.867
47 H 0.839 -1.401 -5.015
48 H 0.793 0.346 -4.680
49 H 0.024 -0.784 -3.575
50 H 4.017 1.637 -2.944
51 H 3.552 0.726 -1.657
52 C -3.835 -1.534 -3.536
53 C -4.119 -2.041 -4.923
54 C -2.873 -2.417 -5.701
55 O -1.943 -1.329 -5.859
56 C -2.294 -0.506 -6.976
57 N -4.871 -3.290 -4.849
58 H -3.171 -0.666 -3.611
59 H -3.376 -2.294 -2.939
60 H -4.672 -1.047 -3.033
61 H -4.558 -1.180 -5.476
62 H -3.242 -2.783 -6.685
63 H -2.293 -3.226 -5.243
64 H -3.348 -0.207 -6.937
65 H -2.034 -1.044 -7.887
66 H -1.641 0.344 -7.044
67 H -5.664 -3.134 -4.231
68 H -5.298 -3.391 -5.775
69 C -3.237 2.076 2.881
70 C -3.413 0.612 3.218
71 C -3.784 -0.090 1.925
72 O -3.751 -1.499 2.110
73 C -4.182 -2.215 0.970
74 N -2.259 -0.077 3.825
75 H -4.158 2.409 2.382
76 H -2.496 2.228 2.103
77 H -3.047 2.705 3.743
78 H -4.241 0.524 3.951
79 H -3.012 0.177 1.200
80 H -4.746 0.250 1.535
81 H -5.104 -1.710 0.640
82 H -4.475 -3.241 1.208
83 H -3.390 -2.228 0.228
84 H -2.419 -1.069 3.596
85 H -1.404 0.233 3.343
86 C -3.235 2.043 -4.110
87 C -2.962 3.279 -4.952
88 C -4.148 4.294 -4.858
89 O -5.035 4.056 -5.936
90 C -6.234 4.779 -5.734
91 N -1.707 3.791 -4.496
92 H -2.691 1.164 -4.496
93 H -4.247 1.773 -4.330
94 H -3.156 2.229 -3.035
95 H -2.806 3.032 -5.998
96 H -3.734 5.318 -4.888
97 H -4.592 4.187 -3.878
98 H -6.839 4.395 -4.954
99 H -6.861 4.668 -6.614
100 H -6.018 5.845 -5.530
101 H -1.435 4.615 -5.015
102 H -1.889 4.042 -3.511
103 C -1.598 -4.225 -1.301
104 C -0.537 -4.653 -0.297
105 C -0.828 -6.064 0.249
106 O -2.245 -6.307 0.552
107 C -2.446 -5.905 1.978
108 N 0.821 -4.774 -0.830
109 H -2.558 -4.217 -0.779
110 H -1.723 -4.972 -2.103
111 H -1.323 -3.308 -1.813
112 H -0.550 -4.001 0.587
113 H -0.160 -6.378 1.063
114 H -0.668 -6.795 -0.547
115 H -3.496 -5.635 2.096
116 H -1.773 -5.072 2.138
117 H -2.226 -6.789 2.584
118 H 1.407 -4.745 0.010
119 H 1.072 -3.921 -1.331
120 C 7.950 1.387 5.356
121 C 7.163 1.748 4.082
122 C 7.855 1.005 2.876
123 O 9.197 1.391 2.701
124 C 9.272 2.697 2.151
125 N 5.784 1.303 4.065
126 H 8.077 0.310 5.431
127 H 7.593 1.793 6.289
128 H 8.957 1.791 5.312
129 H 7.262 2.829 3.923
130 H 7.187 1.095 1.994
131 H 7.855 -0.082 3.057
132 H 10.219 2.914 1.613
133 H 9.126 3.479 2.922
134 H 8.489 2.862 1.389
135 H 5.312 1.845 3.337
136 H 5.399 1.600 4.953
137 O -1.587 3.357 -0.217
138 H -0.702 3.144 -0.579
139 H -1.682 4.290 -0.411
140 O -2.587 0.775 7.169
141 H -2.530 0.344 6.302
142 H -1.684 0.687 7.524
143 O 1.570 -6.517 -3.267
144 H 1.200 -6.113 -2.477
145 H 1.777 -7.432 -3.046
146 O 2.648 1.743 2.171
147 H 1.983 2.456 2.293
148 H 3.398 2.152 1.698
149 O 1.343 3.032 -3.839
150 H 1.901 3.812 -3.830
151 H 0.409 3.327 -3.935
152 O 1.069 2.736 -0.936
153 H 1.367 2.475 -1.835
154 H 1.399 1.993 -0.430
155 O 0.342 3.713 2.341
156 H 0.462 4.604 2.028
157 H -0.304 3.342 1.751
158 O 6.551 1.553 -0.751
159 H 5.849 1.185 -1.357
160 H 7.042 2.245 -1.225
161 C -4.009 6.484 3.405
162 C -2.710 5.870 2.973
163 O -2.170 5.297 4.247
164 O -4.430 7.459 2.426
165 H -3.836 6.888 4.410
166 H -4.821 5.726 3.468
167 H -2.078 6.655 2.541
168 H -2.758 5.068 2.232
169 H -1.572 4.582 4.003
170 H -5.384 7.542 2.417
171 C 5.241 3.941 0.950
172 C 4.533 4.722 -0.193
173 O 4.583 6.125 -0.010
174 O 4.904 2.554 0.981
175 H 4.958 4.352 1.940
176 H 6.313 4.078 0.928
177 H 3.519 4.354 -0.287
178 H 5.037 4.447 -1.099
179 H 4.563 6.358 0.907
180 H 5.557 2.059 0.411
181 C 3.771 -1.415 2.702
182 C 4.084 -1.917 1.317
183 O 4.426 -3.283 1.362
184 O 4.952 -1.638 3.505
185 H 2.857 -1.856 3.103
186 H 3.643 -0.317 2.691
187 H 4.681 -1.238 0.730
188 H 3.132 -1.886 0.790
189 H 5.173 -3.289 1.972
190 H 5.446 -0.808 3.671
191 C 1.182 -6.130 4.055
192 C 2.403 -5.417 3.572
193 O 2.145 -4.941 2.273
194 O 0.987 -7.320 3.267
195 H 0.276 -5.474 3.976
196 H 1.286 -6.404 5.110
197 H 3.327 -6.009 3.593
198 H 2.659 -4.614 4.269
199 H 2.999 -4.735 1.842
200 H 0.663 -8.018 3.828
201 C 0.946 -3.707 -6.182
202 C 0.937 -5.198 -6.464
203 O 2.092 -5.803 -5.918
204 O -0.165 -3.232 -6.920
205 H 1.927 -3.301 -6.418
206 H 0.875 -3.493 -5.108
207 H 0.928 -5.262 -7.565
208 H -0.020 -5.572 -6.080
209 H 1.868 -6.082 -5.013
210 H -0.585 -2.477 -6.478
211 C 0.223 -0.668 -0.574
212 C 0.130 -0.897 0.893
213 O 0.089 0.333 1.634
214 O 1.576 -0.368 -0.852
215 H -0.433 0.200 -0.799
216 H -0.168 -1.546 -1.128
217 H 1.005 -1.427 1.267
218 H -0.691 -1.537 1.244
219 H 0.984 0.659 1.585
220 H 1.753 -0.360 -1.799